1.
{"formula": "C5H12N3O6", "method": "ωB97M-V/def2-TZVPD", "e_tot_ha": -813.291244, "total_charge": -1, "lumo_energy_ev": 1.8, "orbital_gap_ha": 0.202, "elements": ["C", "C", "N", "C", "O", "O", "H", "H", "H", "H", "H", "H", "C", "N", "O", "O", "H", "H", "H", "C", "N", "O", "O", "H", "H", "H"], "xyz": [[1.5552, 1.3182, -0.1248], [2.9535, 1.4854, -0.7270], [3.1623, 0.3466, -1.6334], [2.9970, 2.8403, -1.4515], [2.7257, 2.8124, -2.6849], [3.2534, 3.8612, -0.7721], [0.8312, 1.3663, -0.9301], [1.3781, 2.1164, 0.5875], [1.5087, 0.3338, 0.3180], [3.6512, 1.4492, 0.1032], [2.2456, 0.1243, -1.9951], [3.6850, 0.6715, -2.4360], [-1.4256, -2.8737, -0.5571], [-0.5322, -1.7316, -0.2302], [-0.0134, -1.7262, 0.8671], [-0.4064, -0.8818, -1.0814], [-1.4558, -3.5426, 0.2943], [-2.4046, -2.4556, -0.7573], [-1.0276, -3.3766, -1.4335], [-3.1199, 0.3391, 2.0836], [-3.3942, -1.1234, 2.1150], [-3.3053, -1.6970, 3.1750], [-3.6844, -1.6483, 1.0587], [-2.8733, 0.6623, 3.0871], [-2.2865, 0.5002, 1.4046], [-4.0174, 0.8298, 1.7202]], "forces_ev_per_angstrom": [[0.7, 0.2, -0.2], [-0.7, -0.2, -0.2], [0.2, -0.3, 0.5], [0.1, 0.9, -0.8], [0.1, -0.2, 0.4], [0.0, -0.3, 0.3], [-0.3, 0.1, -0.1], [-0.2, 0.0, 0.2], [-0.2, -0.2, 0.4], [0.4, 0.1, 0.0], [0.0, -0.1, -0.3], [0.0, 0.2, -0.1], [0.0, -0.3, 0.0], [-0.1, -0.2, -0.1], [0.0, 0.1, 0.2], [-0.1, -0.1, 0.0], [0.0, 0.0, 0.0], [0.0, 0.0, -0.1], [0.0, 0.1, -0.1], [0.1, 0.1, 0.1], [0.1, 0.2, 0.0], [-0.1, -0.1, 0.1], [-0.1, 0.0, -0.1], [0.0, -0.1, 0.0], [0.0, 0.0, -0.1], [0.0, 0.0, -0.1]], "mulliken_charge": [-1.4221, 0.5299, -0.8392, 0.4563, -0.7481, -0.7649, 0.2891, 0.4328, 0.2255, 0.3007, 0.2257, 0.3296, -0.8277, 0.9201, -0.5284, -0.4915, 0.3192, 0.3038, 0.2959, -0.6588, 0.9038, -0.5415, -0.5284, 0.2974, 0.2407, 0.2801]}

---

2.
{"formula": "C5H12N3S", "method": "ωB97M-V/def2-TZVPD", "e_tot_ha": -759.824008, "e_above_lowest_kj_mol": 288.3, "total_charge": 1, "lumo_energy_ev": -5.7, "orbital_gap_ha": 0.242, "elements": ["C", "C", "C", "C", "C", "N", "N", "N", "S", "H", "H", "H", "H", "H", "H", "H", "H", "H", "H", "H", "H"], "xyz": [[1.5829, 1.9929, 0.1286], [0.1351, 0.3641, 0.0517], [-0.4884, -1.6745, 1.3032], [2.3604, -0.1612, -0.9351], [-0.5819, -0.9125, -0.0645], [0.3720, 2.4296, 0.7234], [-0.4307, 1.4848, 0.7141], [1.4044, 0.6575, -0.2291], [-4.6211, 0.2921, -0.2080], [1.7730, 2.5952, -0.8724], [2.3501, 2.1329, 0.8798], [-1.0646, -2.6745, 1.1602], [-0.7407, -1.1124, 2.2549], [0.5959, -1.8836, 1.4827], [2.6983, 0.4264, -1.9179], [3.2763, -0.2939, -0.3198], [1.8778, -1.0238, -1.1997], [-1.5994, -0.6223, -0.2254], [-0.1878, -1.3729, -1.0239], [-5.1698, -0.1496, -1.4058], [-3.5419, -0.4942, -0.2969]], "forces_ev_per_angstrom": [[1.3, 2.6, -2.0], [2.1, 0.3, 0.7], [0.8, -1.5, -0.1], [2.6, 3.4, -1.4], [0.7, 0.5, -0.5], [-0.1, 0.0, 0.0], [-1.2, -0.3, 0.0], [-2.9, -1.6, 0.1], [-0.5, -0.2, -0.9], [-0.1, -0.7, 2.2], [0.6, 0.2, -0.1], [1.0, 1.9, 0.7], [-0.5, -0.4, -1.6], [-0.8, -0.4, -0.3], [-0.8, -1.3, 2.1], [-0.7, -0.2, -0.4], [-0.7, -2.3, -0.6], [-0.7, 0.0, -0.3], [-0.6, -0.3, 1.5], [0.6, 0.3, 1.0], [-0.2, -0.1, -0.1]], "mulliken_charge": [-0.3830, 0.5226, -0.9652, -0.7954, 0.1664, -0.3306, -0.0586, 0.1739, -0.2377, 0.3647, 0.3792, 0.3102, 0.3603, 0.3284, 0.3131, 0.3147, 0.3295, -0.3956, 0.3850, 0.1821, 0.0363]}

---

3.
{"formula": "C5H12N4", "method": "ωB97M-V/def2-TZVPD", "e_tot_ha": -416.571254, "e_above_lowest_kj_mol": 457.3, "total_charge": 0, "lumo_energy_ev": 0.4, "orbital_gap_ha": 0.287, "elements": ["C", "N", "C", "N", "N", "H", "H", "H", "H", "H", "H", "H", "C", "C", "C", "N", "H", "H", "H", "H", "H"], "xyz": [[-0.3971, 1.9273, -1.0085], [-0.1094, 0.9548, 0.0727], [-1.2106, -0.6116, 0.0615], [-1.7225, -1.0282, -1.1589], [-1.9998, -0.4497, 1.0691], [-0.3361, 1.4025, 0.9623], [-1.1156, -1.6905, -1.6414], [-2.7224, -1.1722, -1.1047], [-1.5553, 0.1603, 1.7605], [-1.4534, 2.1937, -0.9681], [0.2214, 2.8145, -0.8791], [-0.1868, 1.4400, -1.9595], [0.3234, -1.6362, 0.3367], [1.2398, 0.4377, 0.1590], [2.0405, 0.7774, 1.2015], [0.6635, -2.4648, -0.5743], [1.3206, -3.1787, -0.2516], [0.6160, -1.7349, 1.3964], [1.6631, 0.2168, -0.8146], [1.6233, 1.0919, 2.1521], [3.0974, 0.5498, 1.1887]], "forces_ev_per_angstrom": [[0.5, -0.5, 0.3], [0.3, 0.5, -0.2], [1.7, -3.2, 0.7], [1.0, 0.9, 0.4], [-0.2, 0.9, 0.2], [-0.1, -0.3, -0.3], [-0.5, 0.0, 0.2], [0.2, -0.1, -0.2], [-0.3, -0.8, 0.2], [0.1, -0.1, 0.0], [0.0, 0.1, -0.2], [0.0, 0.1, 0.0], [-2.2, -0.5, -0.8], [1.0, 3.4, 0.1], [-0.9, -1.2, -0.8], [-0.2, 0.7, 0.6], [-0.1, 0.1, 0.1], [-0.1, 0.1, -0.2], [-0.1, -0.5, 0.2], [0.0, 0.3, -0.1], [0.0, -0.1, 0.0]], "mulliken_charge": [-1.1308, -0.1084, 0.7097, -0.4883, -0.8633, 0.4034, 0.2848, 0.2860, 0.1762, 0.3686, 0.3683, 0.3327, -0.1842, -0.1776, -0.8407, -0.7272, 0.2564, 0.4278, 0.3753, 0.2301, 0.3012]}

---

4.
{"formula": "C5H12N4", "method": "ωB97M-V/def2-TZVPD", "e_tot_ha": -416.699950, "e_above_lowest_kj_mol": 119.5, "total_charge": 0, "smiles": "C=C(N)/N=C(/N)N(C)C", "lumo_energy_ev": 0.7, "orbital_gap_ha": 0.296, "elements": ["C", "C", "N", "C", "C", "N", "N", "C", "N", "H", "H", "H", "H", "H", "H", "H", "H", "H", "H", "H", "H"], "xyz": [[-0.1767, -1.6543, 0.7638], [-1.5445, -1.1741, -1.2044], [-0.6202, -0.6508, -0.2069], [-0.7375, 0.6384, 0.2721], [1.4761, 1.2504, 0.0632], [-1.9977, 0.9755, 0.6580], [1.7916, 0.7116, -1.1655], [2.4577, 1.5859, 0.9093], [0.1948, 1.5175, 0.4659], [-2.7177, 0.7460, -0.0084], [-2.0189, 1.9639, 0.8905], [1.0174, 0.1124, -1.4452], [2.6712, 0.2103, -1.1508], [-1.0325, -2.0544, 1.3189], [0.5302, -1.2334, 1.4870], [0.3259, -2.4812, 0.2520], [-2.4971, -1.4674, -0.7516], [-1.7361, -0.4238, -1.9791], [-1.1117, -2.0498, -1.7000], [3.5022, 1.4450, 0.6617], [2.2234, 2.0326, 1.8695]], "forces_ev_per_angstrom": [[0.1, 0.1, 0.0], [-0.1, 0.4, 0.3], [1.3, -1.5, -0.9], [0.7, 1.5, 0.2], [2.3, 0.3, 1.7], [-1.1, 1.1, 0.3], [-1.1, -0.6, -1.1], [0.3, 0.3, 0.5], [-2.1, -1.4, -0.6], [-0.2, -0.2, 0.1], [-0.2, -0.1, 0.0], [0.5, -0.1, -0.3], [-0.2, 0.1, -0.1], [0.0, -0.1, 0.1], [-0.1, 0.1, -0.3], [-0.1, 0.1, 0.0], [-0.2, -0.1, -0.1], [0.0, -0.1, 0.1], [0.0, 0.1, 0.2], [0.0, -0.1, 0.0], [0.0, 0.0, -0.2]], "mulliken_charge": [-1.0465, -1.1371, 0.1893, 0.5208, 0.6350, -0.4966, -0.6384, -1.0256, -0.6466, 0.2516, 0.2990, 0.3407, 0.2355, 0.3216, 0.3065, 0.3006, 0.3826, 0.3582, 0.2994, 0.2706, 0.2793]}

---

5.
{"formula": "C5H12N4", "method": "ωB97M-V/def2-TZVPD", "e_tot_ha": -416.660130, "e_above_lowest_kj_mol": 224.0, "total_charge": 0, "smiles": "[H]/N=C(/N)C(=C)NN.C=C", "lumo_energy_ev": 0.9, "orbital_gap_ha": 0.346, "elements": ["C", "C", "N", "C", "C", "N", "N", "C", "N", "H", "H", "H", "H", "H", "H", "H", "H", "H", "H", "H", "H"], "xyz": [[-0.5434, 2.1255, 1.0243], [-0.8226, 1.1104, 1.8154], [-1.0675, -0.6490, -0.8364], [1.1516, 0.2934, -0.9134], [0.2502, -0.7994, -0.4633], [-2.0072, -1.6836, -0.8228], [2.2006, 0.5669, -0.0840], [0.7033, -1.8377, 0.2469], [1.0613, 0.9379, -2.0075], [-1.2966, 0.0958, -1.4744], [-1.6291, -2.5188, -1.2764], [-2.2312, -1.9283, 0.1389], [2.7346, 1.3822, -0.3364], [2.0844, 0.3839, 0.8971], [0.3308, 0.6111, -2.6357], [0.3199, 2.7519, 1.1780], [-1.1651, 2.3849, 0.1843], [-0.2013, 0.8548, 2.6590], [-1.6929, 0.4955, 1.6654], [1.7450, -1.9176, 0.4952], [0.0751, -2.6595, 0.5459]], "forces_ev_per_angstrom": [[0.0, 0.2, 0.0], [0.0, 0.0, 0.3], [-0.1, 0.2, -0.4], [0.2, 0.2, -0.2], [-0.5, -0.5, 0.1], [0.2, -0.2, 0.1], [0.2, -0.1, 0.2], [0.1, -0.1, 0.0], [-0.2, 0.2, -0.4], [0.0, -0.1, 0.1], [0.0, 0.2, 0.1], [0.0, 0.1, -0.1], [0.0, 0.0, 0.0], [0.0, 0.0, 0.0], [0.1, -0.1, 0.2], [0.2, 0.1, 0.1], [-0.2, 0.0, -0.2], [0.1, 0.0, 0.1], [-0.2, -0.1, -0.1], [0.2, 0.1, 0.0], [-0.2, 0.0, 0.0]], "mulliken_charge": [-0.5086, -0.4066, 0.1055, 0.3416, 0.6589, -0.8377, -0.4492, -1.1795, -0.8521, 0.2465, 0.2709, 0.2592, 0.2830, 0.2185, 0.2449, 0.2440, 0.2331, 0.2672, 0.1795, 0.3692, 0.3116]}

---

6.
{"formula": "C5H12N4", "method": "ωB97M-V/def2-TZVPD", "e_tot_ha": -415.992888, "e_above_lowest_kj_mol": 238.1, "total_charge": 2, "lumo_energy_ev": -8.8, "orbital_gap_ha": 0.373, "elements": ["C", "C", "C", "C", "C", "N", "N", "N", "N", "H", "H", "H", "H", "H", "H", "H", "H", "H", "H", "H", "H"], "xyz": [[-1.9291, -2.0363, 1.5674], [-0.3361, 1.6998, 0.2679], [-0.1460, -0.7260, -0.0088], [0.5475, 2.8851, 0.3087], [1.5651, -1.7585, -1.2495], [-1.5995, -0.9120, 1.2414], [-1.5639, 1.6197, 0.6146], [0.3619, 0.4884, -0.0642], [0.3682, -1.7935, -0.4210], [-1.5604, -3.0485, 1.3359], [-2.6943, -2.1157, 2.2924], [-0.0205, 3.7120, 0.1801], [1.3905, 2.7425, -0.3583], [0.8513, 3.1685, 1.2505], [1.2618, -1.2555, -2.1316], [1.7976, -2.7946, -1.2353], [2.4663, -1.2133, -0.8937], [-2.1309, 2.3922, 0.7839], [-1.9546, 0.6138, 0.6380], [1.3208, 0.4050, -0.5366], [-0.0661, -2.6860, -0.1099]], "forces_ev_per_angstrom": [[0.4, -3.3, 0.3], [2.1, -0.8, 0.6], [-4.6, -1.0, 4.6], [0.0, -2.5, -1.6], [0.6, -0.3, 0.6], [3.0, 3.0, -3.3], [0.9, -3.1, -1.3], [0.8, 0.4, -1.2], [0.1, -0.3, 0.7], [0.4, 0.4, -0.5], [-1.2, 0.3, 0.9], [-1.8, 2.8, -1.7], [0.0, 0.5, -0.1], [1.2, -0.5, 2.7], [0.0, -0.4, -1.5], [0.9, -0.7, -1.3], [-0.7, -0.3, 0.7], [-1.0, 1.7, 0.5], [0.0, 1.7, 0.6], [-1.5, 1.5, 1.0], [0.6, 0.7, -0.6]], "mulliken_charge": [-0.2156, 0.6948, 0.5186, -1.3085, -1.0808, -0.3837, -0.1159, -0.0889, 0.0463, 0.2114, 0.2794, 0.4758, 0.3434, 0.3945, 0.4667, 0.3442, 0.3995, 0.2351, 0.3343, 0.2296, 0.2198]}